15
Properties=species:S:1:pos:R:3 method="wB97M-V/def2-TZVPD" e_homo_ev=-9.9 relative_energy_ev=2.460 homo_lumo_gap_ev=10.24 multiplicity=1
H -1.1741 0.1824 1.7556
N -0.0046 -0.1027 -1.8113
H 2.2921 -0.4853 1.3081
O -2.7362 -0.8943 -0.9141
C 1.5531 1.0717 -0.0036
H 1.9709 -0.9957 -0.4956
C -1.8069 -0.4522 -0.1489
N 0.4538 0.2285 0.3956
H 1.7725 1.2341 -1.0744
C 1.8480 -0.3275 0.3422
H -0.8210 -0.4430 -2.2840
N -1.9689 -0.1150 1.1553
C -0.4019 -0.0849 -0.6088
H -2.8020 -0.7374 1.7048
H 1.8252 1.9211 0.6792